Computed, not measured: C20H30As2CaF15NO17 as an isolated structure in a non-equilibrium geometry, with ωB97M-V/def2-TZVPD.

Geometry as XYZ:
```
86
Properties=species:S:1:pos:R:3:lowdin_charge:R:1
Ca -0.057 0.607 1.539 1.4729
As -3.658 -1.352 1.859 0.9965
F -3.307 -0.937 3.601 -0.2620
F -4.993 -2.478 2.135 -0.2970
F -4.039 -1.676 0.134 -0.3238
F -2.255 -0.264 1.381 -0.3743
F -2.404 -2.701 1.903 -0.3072
F -4.728 0.153 1.705 -0.3238
As -2.019 2.688 4.871 0.9290
F -2.308 0.991 5.308 -0.2743
F -0.625 2.940 6.017 -0.2988
F -1.620 4.311 4.207 -0.3118
F -3.465 2.561 3.724 -0.3396
F -3.078 3.248 6.132 -0.2889
F -1.172 1.977 3.425 -0.3399
C 0.662 -2.172 3.510 -0.3798
O 0.003 -2.681 4.737 -0.0893
O -0.052 -0.979 3.309 -0.3164
C 2.225 -2.127 3.698 -0.4965
F 2.824 -3.328 3.498 0.0769
F 3.079 -1.224 3.123 0.0917
F 2.512 -1.838 4.991 0.1019
C 0.455 -3.967 5.272 -0.2797
C -0.069 -4.012 6.652 -0.1174
H -0.160 -5.052 6.966 0.0613
H 0.358 -3.332 7.388 0.0792
H -1.113 -3.701 6.688 0.0763
H 1.520 -4.181 5.360 0.1027
H -0.156 -4.662 4.695 0.1142
H 0.449 -2.788 2.636 0.1260
N 2.241 1.877 3.929 -0.6817
O 1.754 1.722 2.782 -0.1711
O 3.325 1.516 4.211 -0.0199
O 1.694 2.494 4.770 0.0088
C -3.390 2.715 -3.373 -0.0149
C -2.518 3.643 -2.431 -0.2585
C -3.289 4.370 -1.326 -0.0822
O -2.641 3.934 -0.157 0.1437
C -1.726 3.061 -0.404 -0.5115
O -1.208 2.466 0.507 0.0860
O -1.825 2.608 -1.704 0.0529
H -3.947 1.990 -2.779 0.0966
H -2.816 2.116 -4.080 0.0479
H -4.172 3.243 -3.919 0.0732
H -1.841 4.263 -3.018 0.1381
H -4.302 3.968 -1.341 0.1316
H -3.543 5.426 -1.423 0.1345
C 3.033 -2.488 -3.361 -0.0043
C 3.579 -2.371 -1.907 -0.2270
C 4.404 -1.188 -1.685 -0.1808
O 3.730 -0.580 -0.724 0.1167
C 2.681 -1.197 -0.248 -0.5565
O 1.941 -0.721 0.621 0.0909
O 2.477 -2.245 -0.941 0.1599
H 3.718 -2.335 -4.195 0.0813
H 2.265 -1.747 -3.584 0.0550
H 2.455 -3.353 -3.687 0.0744
H 4.141 -3.234 -1.549 0.1574
H 4.468 -0.620 -2.613 0.1249
H 5.401 -1.351 -1.277 0.1509
C 1.233 2.060 -4.494 -0.0008
C 2.149 1.505 -3.365 -0.3060
C 3.213 2.453 -2.814 -0.1383
O 2.798 2.739 -1.554 0.0803
C 1.739 1.965 -1.153 -0.3718
O 1.294 2.018 0.003 0.0782
O 1.294 1.242 -2.274 0.0590
H 0.630 1.188 -4.747 0.0593
H 1.693 2.506 -5.376 0.0795
H 0.585 2.879 -4.182 0.0855
H 2.629 0.595 -3.725 0.1281
H 3.207 3.304 -3.494 0.1305
H 4.205 2.066 -2.582 0.1379
C -1.095 -2.846 -4.466 0.0007
C -0.727 -1.426 -3.843 -0.3213
C -1.886 -0.460 -3.720 -0.0806
O -2.015 -0.345 -2.303 0.1268
C -0.910 -0.673 -1.723 -0.5696
O -0.598 -0.289 -0.645 0.1008
O -0.198 -1.454 -2.545 0.1000
H -1.956 -3.257 -3.939 0.0834
H -0.204 -3.406 -4.180 0.0715
H -1.504 -2.839 -5.476 0.0790
H 0.027 -1.049 -4.534 0.1226
H -2.779 -0.932 -4.130 0.1362
H -1.715 0.450 -4.296 0.1043
```

HOMO = -1.48 eV
E_LUMO = 2.5 eV
charge = -2
total energy = -8761.26591 Eh
orbital gap = 3.97 eV
multiplicity = 1

Computed, not measured: C20H30AuF6GeNO6S2 as an isolated structure, with ωB97M-V/def2-TZVPD.

Geometry as XYZ:
```
67
Properties=species:S:1:pos:R:3:lowdin_charge:R:1
Au -1.047 0.024 -1.852 0.9056
F 1.448 3.469 3.083 0.2214
C 2.107 2.773 2.193 -0.6810
F 2.660 3.539 1.285 0.2144
F 2.980 1.970 2.744 0.2178
S 0.874 1.670 1.285 0.8678
O 1.394 1.017 0.131 -0.2263
O -0.105 2.883 0.827 -0.1747
N 0.260 0.844 2.415 -0.2483
S -0.738 -0.376 2.174 0.7275
O 0.021 -1.584 1.775 -0.3787
O -1.877 -0.066 1.375 -0.2347
C -1.243 -0.721 3.934 -0.6926
F -1.841 0.351 4.396 0.2090
F -2.067 -1.746 3.885 0.1952
F -0.168 -1.011 4.631 0.2025
C 2.900 7.525 -2.042 -0.0164
C 2.057 6.296 -1.916 -0.2076
C 2.432 5.107 -2.535 0.0228
C 1.669 3.959 -2.436 -0.1606
C 2.127 2.720 -3.154 -0.0127
C 0.502 4.007 -1.627 -0.0743
C 0.084 5.212 -0.998 -0.1710
C -1.223 5.364 -0.264 -0.0073
C 0.874 6.328 -1.172 0.0226
C -0.265 2.808 -1.513 -0.3675
O -0.867 2.444 -0.297 -0.0146
O -0.502 1.987 -2.399 -0.0098
H 3.511 7.500 -2.943 0.0913
H 3.575 7.598 -1.186 0.1035
H 2.288 8.425 -2.054 0.0936
H 3.339 5.081 -3.126 0.1324
H 3.157 2.842 -3.480 0.0934
H 1.514 2.538 -4.037 0.1014
H 2.076 1.829 -2.525 0.0753
H -2.042 4.865 -0.781 0.0987
H -1.479 6.419 -0.197 0.0970
H -1.182 4.979 0.754 0.0853
H 0.556 7.267 -0.738 0.1340
C 0.108 -6.674 3.187 -0.0960
C -1.091 -6.137 2.416 -0.2532
C -0.933 -4.679 1.981 -0.2791
C 0.267 -4.481 1.042 -0.2934
Ge 0.282 -2.767 0.177 1.0915
C -1.173 -2.240 -1.056 -0.3833
C -2.480 -3.045 -1.113 -0.2443
C -2.274 -4.503 -1.524 -0.2510
C -1.545 -4.674 -2.852 -0.0887
H -0.086 -7.685 3.541 0.0826
H 0.323 -6.054 4.061 0.0821
H 1.009 -6.718 2.573 0.0706
H -1.988 -6.210 3.033 0.1164
H -1.276 -6.754 1.531 0.1129
H -0.797 -4.052 2.867 0.1000
H -1.859 -4.348 1.501 0.0949
H 0.271 -5.225 0.239 0.0867
H 1.216 -4.586 1.570 0.0828
H 1.590 -2.112 -0.254 0.0164
H -0.670 -2.225 -2.041 0.0520
H -1.457 -1.226 -0.598 -0.0164
H -3.147 -2.561 -1.829 0.1212
H -2.976 -2.991 -0.142 0.1128
H -3.261 -4.963 -1.589 0.1250
H -1.749 -5.044 -0.733 0.0811
H -2.027 -4.103 -3.647 0.0882
H -1.543 -5.719 -3.156 0.0875
H -0.496 -4.364 -2.802 0.0666
```

HOMO = -14.52 eV
E_LUMO = -6.6 eV
charge = +2
total energy = -4893.70486 Eh
orbital gap = 7.90 eV
multiplicity = 1